{
  "formula": "C50H130N10O15",
  "method": "wB97M-V/def2-TZVPD",
  "species": ["C", "O", "C", "C", "C", "N", "H", "H", "H", "H", "H", "H", "H", "H", "H", "H", "H", "C", "O", "C", "C", "C", "N", "H", "H", "H", "H", "H", "H", "H", "H", "H", "H", "H", "C", "O", "C", "C", "C", "N", "H", "H", "H", "H", "H", "H", "H", "H", "H", "H", "H", "C", "O", "C", "C", "C", "N", "H", "H", "H", "H", "H", "H", "H", "H", "H", "H", "H", "C", "O", "C", "C", "C", "N", "H", "H", "H", "H", "H", "H", "H", "H", "H", "H", "H", "C", "O", "C", "C", "N", "C", "C", "O", "C", "H", "H", "H", "H", "H", "H", "H", "H", "H", "H", "H", "H", "H", "H", "H", "C", "O", "C", "C", "N", "C", "C", "O", "C", "H", "H", "H", "H", "H", "H", "H", "H", "H", "H", "H", "H", "H", "H", "H", "C", "O", "C", "C", "N", "C", "C", "O", "C", "H", "H", "H", "H", "H", "H", "H", "H", "H", "H", "H", "H", "H", "H", "H", "C", "O", "C", "C", "N", "C", "C", "O", "C", "H", "H", "H", "H", "H", "H", "H", "H", "H", "H", "H", "H", "H", "H", "H", "C", "O", "C", "C", "N", "C", "C", "O", "C", "H", "H", "H", "H", "H", "H", "H", "H", "H", "H", "H", "H", "H", "H", "H"],
  "xyz": [[-0.543, 3.284, 6.786], [0.812, 3.128, 7.286], [1.089, 2.046, 8.139], [2.378, 1.461, 7.725], [2.582, 0.019, 8.144], [3.421, 2.363, 8.293], [-0.855, 2.474, 6.126], [-0.731, 4.045, 6.029], [-1.274, 3.464, 7.573], [1.094, 2.210, 9.217], [0.393, 1.230, 7.943], [2.525, 1.426, 6.646], [3.580, -0.278, 7.823], [1.874, -0.638, 7.639], [2.468, -0.145, 9.216], [3.623, 2.077, 9.240], [3.123, 3.325, 8.211], [10.735, -3.307, 4.610], [10.033, -2.020, 4.690], [9.143, -1.879, 3.617], [8.775, -0.394, 3.507], [7.688, -0.011, 2.473], [10.052, 0.240, 3.066], [11.565, -3.354, 5.314], [11.197, -3.452, 3.633], [10.048, -4.134, 4.790], [9.517, -2.247, 2.662], [8.214, -2.387, 3.877], [8.488, -0.005, 4.484], [6.698, -0.309, 2.819], [7.931, -0.469, 1.514], [7.795, 1.043, 2.218], [9.780, 1.207, 2.968], [10.684, 0.215, 3.854], [-0.869, 6.149, -10.540], [-0.772, 7.296, -9.793], [-1.530, 8.337, -10.541], [-3.011, 8.249, -10.274], [-3.814, 9.479, -10.599], [-3.212, 7.986, -8.800], [-0.567, 6.271, -11.581], [-1.924, 5.884, -10.489], [-0.235, 5.447, -10.000], [-1.134, 9.212, -10.025], [-1.453, 8.415, -11.626], [-3.479, 7.365, -10.709], [-3.773, 10.327, -9.916], [-4.871, 9.233, -10.699], [-3.586, 9.870, -11.590], [-4.120, 7.584, -8.613], [-2.581, 7.270, -8.470], [6.271, -0.984, -6.416], [6.243, -1.794, -7.517], [4.974, -1.991, -8.195], [5.004, -3.356, -8.920], [5.177, -4.614, -7.985], [6.114, -3.387, -9.887], [7.213, -1.111, -5.881], [5.468, -1.039, -5.681], [6.216, 0.094, -6.572], [4.084, -2.104, -7.575], [4.722, -1.270, -8.972], [4.074, -3.573, -9.445], [4.395, -4.605, -7.226], [6.140, -4.572, -7.474], [5.187, -5.577, -8.496], [6.903, -3.142, -9.306], [6.055, -2.556, -10.458], [-12.017, 10.784, -3.752], [-10.610, 10.400, -3.441], [-10.389, 9.207, -2.705], [-9.194, 8.495, -3.371], [-8.957, 7.097, -2.760], [-8.037, 9.339, -3.241], [-12.601, 10.919, -2.841], [-12.562, 10.094, -4.397], [-12.016, 11.706, -4.334], [-10.105, 9.440, -1.679], [-11.250, 8.556, -2.558], [-9.408, 8.363, -4.432], [-9.888, 6.558, -2.937], [-8.644, 7.029, -1.719], [-8.219, 6.442, -3.222], [-7.398, 9.117, -3.991], [-8.252, 10.321, -3.338], [0.951, 3.598, -1.220], [0.166, 2.397, -1.319], [-1.082, 2.541, -0.730], [-1.887, 1.207, -0.603], [-0.914, 0.290, 0.063], [-1.530, -0.802, 0.789], [-0.358, -1.867, 0.950], [-0.046, -2.425, -0.334], [1.258, -2.716, -0.581], [1.932, 3.296, -1.586], [1.084, 4.036, -0.230], [0.658, 4.355, -1.948], [-1.584, 3.306, -1.324], [-1.035, 2.986, 0.264], [-2.045, 0.815, -1.608], [-2.897, 1.322, -0.210], [-0.255, -0.076, -0.610], [-2.229, -1.355, 0.162], [-2.061, -0.450, 1.673], [-0.841, -2.673, 1.502], [0.435, -1.553, 1.629], [1.447, -3.583, -1.213], [1.981, -2.736, 0.234], [1.594, -1.908, -1.231], [-10.598, 3.275, -14.548], [-9.797, 2.573, -13.591], [-8.416, 2.560, -13.857], [-7.688, 1.876, -12.680], [-8.019, 2.445, -11.385], [-7.213, 2.071, -10.238], [-7.757, 0.868, -9.521], [-7.567, -0.417, -10.161], [-8.100, -1.438, -9.458], [-11.685, 3.222, -14.487], [-10.343, 2.953, -15.557], [-10.289, 4.320, -14.577], [-8.157, 3.614, -13.958], [-8.114, 1.998, -14.740], [-6.644, 1.860, -12.995], [-7.803, 0.793, -12.624], [-9.029, 2.465, -11.377], [-7.135, 2.949, -9.597], [-6.159, 2.043, -10.516], [-8.820, 1.087, -9.428], [-7.205, 0.771, -8.586], [-7.635, -1.644, -8.494], [-7.987, -2.358, -10.030], [-9.175, -1.332, -9.310], [4.199, 14.278, 2.216], [2.823, 14.438, 1.983], [2.222, 13.200, 1.438], [0.669, 13.363, 1.728], [-0.007, 12.066, 1.568], [-1.475, 12.292, 1.932], [-1.812, 12.432, 3.431], [-2.328, 11.242, 4.083], [-3.632, 10.886, 3.627], [4.719, 15.234, 2.269], [4.745, 13.692, 1.476], [4.164, 13.612, 3.079], [2.631, 12.372, 2.016], [2.351, 13.029, 0.369], [0.190, 14.060, 1.039], [0.510, 13.709, 2.749], [-0.021, 11.735, 0.614], [-2.014, 11.425, 1.550], [-1.787, 13.123, 1.300], [-2.383, 13.353, 3.552], [-0.869, 12.552, 3.965], [-4.440, 11.589, 3.826], [-4.055, 9.976, 4.054], [-3.535, 10.662, 2.565], [-4.298, -13.201, 13.932], [-4.184, -13.556, 12.536], [-2.832, -13.818, 12.125], [-2.376, -12.587, 11.303], [-2.460, -11.263, 11.932], [-2.116, -10.139, 11.126], [-3.184, -9.588, 10.154], [-3.971, -8.553, 10.718], [-4.954, -8.963, 11.634], [-4.151, -14.015, 14.642], [-5.322, -12.854, 14.065], [-3.638, -12.350, 14.102], [-2.951, -14.645, 11.425], [-2.207, -14.219, 12.922], [-3.153, -12.632, 10.539], [-1.409, -12.746, 10.826], [-1.885, -11.196, 12.760], [-1.349, -10.473, 10.427], [-1.680, -9.320, 11.698], [-3.768, -10.430, 9.783], [-2.608, -9.132, 9.349], [-5.877, -9.230, 11.120], [-5.049, -8.191, 12.398], [-4.685, -9.897, 12.128], [10.823, -16.699, 7.659], [10.396, -15.522, 6.943], [9.766, -15.696, 5.688], [9.436, -14.349, 5.053], [8.283, -13.838, 5.823], [8.028, -12.413, 5.567], [7.849, -12.068, 4.065], [8.856, -11.157, 3.668], [8.852, -10.790, 2.228], [11.065, -17.618, 7.126], [10.051, -16.914, 8.397], [11.691, -16.418, 8.255], [8.974, -16.442, 5.620], [10.519, -16.138, 5.035], [9.189, -14.481, 4.000], [10.410, -13.862, 5.004], [8.284, -14.074, 6.805], [8.889, -11.794, 5.819], [7.345, -11.911, 6.253], [6.837, -11.677, 3.968], [7.996, -12.888, 3.362], [8.091, -10.030, 2.050], [8.748, -11.687, 1.616], [9.793, -10.302, 1.975]],
  "e_above_lowest_kj_mol": 803.2,
  "e_tot_ev": -99554.0468,
  "max_force_ev_per_a": 3.5,
  "homo_ev": -8.3
}